(1)
Here is a molecular structure, C7H15N in a non-equilibrium geometry from the OMol25 dataset. Energies are from the ωB97M-V functional and the def2-TZVPD basis.

The geometry in ORCA input format:
```
! RIJCOSX wB97M-V def2-TZVPD def2/J DEFGRID3
* xyz 0 1
C -0.7395 0.6084 1.1337
C -0.7520 -0.4761 2.1655
C -2.0328 0.8637 0.4154
H -0.1996 1.5092 1.4243
H 0.0652 0.5326 -0.0429
H -1.4254 -0.1902 2.9834
H -1.1251 -1.4131 1.7479
H -2.7710 1.2708 1.1168
H -1.8978 1.5689 -0.4050
H -2.4439 -0.0652 0.0116
H 0.2325 -0.6472 2.6017
C 2.1363 -0.3603 0.2338
C 0.7775 -0.4359 -0.3821
C 0.6353 0.9296 -2.7574
C 0.2038 -1.5194 -0.9136
N 0.6729 1.3502 -1.5848
H 2.0981 -0.3677 1.3261
H 2.6479 0.5540 -0.0707
H 2.7428 -1.2105 -0.0843
H 0.6353 1.6123 -3.6231
H 0.5887 -0.1576 -3.0006
H -0.8037 -1.5080 -1.3083
H 0.7545 -2.4485 -0.9876
*
```

Properties
Molecular weight   113.204 g/mol
DFT total energy   -330.25015 hartree
E_HOMO (alpha / beta)   -6.76 / -7.51 eV
Maximum force   1.40 eV/Å

---

(2)
Here is a single C7H15N molecule in a non-equilibrium geometry from the OMol25 dataset. Energies are from the ωB97M-V functional and the def2-TZVPD basis.

The geometry in ORCA input format:
```
! RIJCOSX wB97M-V def2-TZVPD def2/J DEFGRID3
* xyz 0 1
C -1.2624 2.3709 -1.7598
C -2.0090 1.0858 -1.4898
C -1.2102 -0.2026 -1.8335
C -0.7691 -1.0616 -0.6645
C -0.1954 -0.5723 0.4351
N 0.3592 -1.2550 1.5072
C 1.3925 -0.6713 2.3281
C 2.8259 -1.0635 1.8688
H -1.6864 3.2043 -1.1718
H -0.2039 2.2798 -1.5467
H -1.3977 2.7357 -2.7825
H -2.2185 1.0072 -0.4128
H -2.9986 0.9876 -1.9370
H -1.7451 -0.8143 -2.5537
H -0.3052 0.0931 -2.3818
H -0.7945 -2.1324 -0.8400
H -0.0059 0.4935 0.5392
H 0.1530 -2.2148 1.7132
H 1.3298 0.4151 2.3580
H 1.2828 -1.0855 3.3274
H 3.5733 -0.4321 2.3385
H 2.8845 -1.0764 0.7882
H 3.0009 -2.0914 2.1705
*
```

Properties
Molecular weight   113.204 g/mol
DFT total energy   -330.42517 hartree
Structure (SMILES)   CCC/C=C/NCC
E_HOMO   -7.43 eV
Maximum force   1.65 eV/Å

---

(3)
Here is 2 unconnected molecules or ions with the total composition C7H15N in a non-equilibrium geometry from the OMol25 dataset. Energies are from the ωB97M-V functional and the def2-TZVPD basis.

The geometry in ORCA input format:
```
! RIJCOSX wB97M-V def2-TZVPD def2/J DEFGRID3
* xyz 0 1
C 1.8962 -0.9739 -0.1732
C 0.6722 -1.4831 -0.0796
C 0.3420 -2.7149 0.7188
C -0.9987 -2.6348 1.4229
H 2.1185 -0.1466 -0.8287
H 2.7503 -1.4463 0.3010
H -0.1972 -0.9766 -0.4969
H 0.4132 -3.6028 0.0748
H 1.1827 -2.8529 1.4089
H -1.7435 -2.2997 0.6953
H -1.2978 -3.5909 1.8461
H -0.9493 -1.8684 2.2008
C -2.1106 1.8472 -0.7914
C -0.9897 1.9059 -0.0796
C 0.3986 1.9375 -0.6313
N 0.7340 3.3007 -1.1259
H -3.0828 1.8037 -0.3237
H -2.0271 1.7985 -1.8722
H -1.0740 1.8314 1.0047
H 1.1147 1.6109 0.1153
H 0.4392 1.3085 -1.5256
H 1.6614 3.3185 -1.5309
H 0.7477 3.9282 -0.3295
*
```

Properties
Molecular weight   113.204 g/mol
DFT total energy   -330.39739 hartree
Structure (SMILES)   C=CCC.C=CCN
E_HOMO   -9.24 eV
Maximum force   1.35 eV/Å

---

Question: Among the records above, which one has the lowest DFT total energy?
Answer: number 2

---

Question: Look up the maximum force of the second one.
Answer: 1.65 eV/Å